[1]
C29H38N4O2P2Zn | the ωB97M-V functional and the def2-TZVPD basis

Results
DFT total energy	-107730.5831	eV

Structure (ORCA input):
```
! wB97M-V def2-TZVPD RIJCOSX def2/J DEFGRID3
* xyz 0 1
Zn 0.4855 -3.2123 1.4331
C -0.9213 2.8291 4.7408
C -1.2853 1.8187 3.9717
C -0.9024 1.6759 2.5599
C 0.3879 0.9462 2.1937
C 1.6927 1.4797 2.6852
C 1.9873 2.6649 3.2490
C 1.1259 3.8690 3.2855
C 0.0681 3.8871 4.4332
C 0.6065 -2.9320 3.4461
H -1.5048 3.0354 5.6268
H -1.8551 0.9454 4.3071
H -0.9177 2.6504 2.0689
H -1.6920 1.1231 2.0321
H 0.3200 -0.0645 2.6220
H 0.4216 0.8457 1.0818
H 2.5279 0.7903 2.5172
H 3.0165 2.8467 3.6058
H 0.6586 4.1028 2.3274
H 1.7776 4.7249 3.5130
H 0.6710 3.8467 5.3478
H -0.4324 4.8753 4.4055
H -0.2055 -2.4506 4.0752
H 1.4219 -2.3074 3.7208
H 0.6816 -3.9184 3.9050
P 1.4625 -1.4637 -1.8914
P -1.8945 -0.9895 -1.7830
N 2.7681 -0.2514 -2.0967
N 2.2149 -2.6404 -3.0770
N -2.0300 0.8233 -1.9162
N -3.4981 -1.3066 -2.5424
C 0.4551 -0.5922 -3.2083
C -0.9550 -1.1866 -3.3496
C 3.5913 0.2115 -1.0651
C 4.5848 1.0284 -1.6101
C 4.3664 1.0750 -3.0227
C 3.2270 0.3243 -3.2762
C 2.4700 -3.9709 -2.7238
C 2.8695 -4.6806 -3.8586
C 2.8673 -3.7630 -4.9523
C 2.4670 -2.5302 -4.4411
C -1.8342 1.6608 -0.8095
C -1.7863 2.9848 -1.2276
C -1.9772 2.9831 -2.6375
C -2.0558 1.6499 -3.0323
C -4.2536 -0.5924 -3.4755
C -5.4222 -1.2986 -3.7783
C -5.3395 -2.5466 -3.0787
C -4.1379 -2.5453 -2.3766
H 0.9285 -0.6183 -4.2068
H 0.4133 0.4659 -2.8982
H -1.4656 -0.7253 -4.2100
H -0.8934 -2.2688 -3.5513
H 3.3648 -0.0464 -0.0428
H 5.3545 1.5520 -1.0672
H 4.9384 1.5946 -3.7688
H 2.6759 0.2280 -4.1880
H 2.3364 -4.2909 -1.6986
H 3.1411 -5.7268 -3.9080
H 3.1346 -3.9580 -5.9785
H 2.3343 -1.6045 -4.9688
H -1.7900 1.2339 0.1832
H -1.6402 3.8530 -0.5943
H -2.0764 3.8433 -3.2743
H -2.1143 1.2487 -4.0268
H -3.9384 0.3633 -3.8366
H -6.2189 -0.9644 -4.4192
H -6.0728 -3.3406 -3.1043
H -3.6762 -3.2963 -1.7543
C -0.1457 -0.0111 7.0255
O -1.0680 -0.9708 5.7853
C -1.3054 -1.6444 4.7620
O -2.2968 -1.7154 4.0407
H -1.0149 0.4843 7.4152
H 0.5840 0.6635 6.6905
H 0.2175 -0.8036 7.6700
*
```


[2]
C4H7NO | the ωB97M-V functional and the def2-TZVPD basis

Results
DFT total energy	-7797.4948	eV

Structure (ORCA input):
```
! wB97M-V def2-TZVPD RIJCOSX def2/J DEFGRID3
* xyz 0 1
C 0.4641 -2.3104 -0.0626
N -0.4748 -1.5730 -0.4750
C -0.8485 -0.4513 0.3802
C -0.5145 0.8542 -0.2854
C 0.5305 1.5854 0.0975
O 0.9456 2.7630 -0.4315
H 0.9848 -2.1516 0.8948
H 0.7962 -3.1521 -0.6726
H -0.3520 -0.5026 1.3648
H -1.9293 -0.5188 0.5534
H -1.1301 1.1670 -1.1284
H 1.1798 1.2819 0.9158
H 0.3481 3.0082 -1.1510
*
```


[3]
C29H36F2N10OReS | the ωB97M-V functional and the def2-TZVPD basis

Results
⟨S²⟩	3.78
DFT total energy	-65995.0811	eV

Structure (ORCA input):
```
! wB97M-V def2-TZVPD RIJCOSX def2/J DEFGRID3
* xyz 2 4
Re 0.3766 0.5875 -0.2667
C -4.2294 1.1818 -1.4486
C -2.8166 0.7666 -1.1665
N -2.2586 0.8624 -0.0119
N -3.0975 1.2520 0.9934
C -2.7302 1.5640 2.2788
N -3.7816 1.7097 3.0972
S -1.1754 1.7512 2.7973
C -2.0203 0.1607 -2.2551
C -2.6479 -0.3813 -3.3630
C -1.9002 -1.0048 -4.3509
C -0.5273 -1.0560 -4.2090
C 0.0405 -0.5039 -3.0787
N -0.6790 0.0881 -2.1085
H -4.4411 2.1398 -0.9702
H -4.4016 1.3196 -2.5105
H -4.9504 0.4414 -1.0867
H -4.0845 1.1958 0.7959
H -4.7370 1.5537 2.8206
H -3.6000 1.9633 4.0539
H -3.7226 -0.3464 -3.4466
H -2.3893 -1.4432 -5.2102
H 0.1095 -1.5193 -4.9486
H 1.1073 -0.5337 -2.9403
N -1.0544 3.2023 -2.0482
C -0.4256 3.6282 -0.9384
N -0.5244 4.9096 -0.6432
C 0.1654 5.3329 0.4163
N 0.0851 6.6068 0.7607
N 0.9738 4.5382 1.1704
C 0.9474 3.2826 0.8599
N 0.2447 2.7214 -0.1647
C 1.7183 2.3444 1.7104
C 2.4932 2.7704 2.7625
C 3.0764 1.8128 3.5866
C 2.8403 0.4728 3.3397
C 2.0625 0.1138 2.2528
N 1.5336 1.0357 1.4400
H -1.4048 3.9443 -2.6357
H -0.6798 2.3950 -2.5184
H -0.4831 7.2374 0.2201
H 0.6125 6.9483 1.5463
H 2.6056 3.8303 2.9360
H 3.6907 2.1174 4.4231
H 3.2520 -0.2995 3.9733
H 1.8494 -0.9181 2.0165
F 1.5789 2.0287 -2.4501
C 2.0533 1.2514 -1.4129
F 2.7863 0.2822 -2.0075
H 2.7365 1.8727 -0.8278
C 3.9074 -1.5792 0.0873
C 3.3025 -2.7869 -0.6198
C 3.0959 -2.6225 -2.1279
C 2.0436 -3.3442 0.0234
C 2.1006 -4.7005 0.3294
C 1.0413 -5.3807 0.8918
C -0.1054 -4.6764 1.1871
C -0.2282 -3.3181 0.9163
C -1.5537 -2.6995 1.3025
C -2.3977 -2.4305 0.0582
C -1.4296 -1.5082 2.2389
C 0.8436 -2.6429 0.2919
O 0.7318 -1.3093 -0.0517
H 4.8441 -1.2922 -0.3923
H 4.1300 -1.8271 1.1276
H 3.2500 -0.7185 0.0691
H 4.0466 -3.5771 -0.5045
H 2.2105 -2.0250 -2.3314
H 2.9464 -3.5990 -2.5888
H 3.9563 -2.1484 -2.6015
H 3.0193 -5.2324 0.1163
H 1.1145 -6.4372 1.1098
H -0.9391 -5.1853 1.6551
H -2.0745 -3.4669 1.8786
H -1.8619 -1.7731 -0.6221
H -3.3576 -1.9741 0.3186
H -2.5969 -3.3602 -0.4753
H -0.9570 -0.6444 1.7757
H -0.8442 -1.7640 3.1236
H -2.4158 -1.1872 2.5813
*
```


[4]
C4H5N3 | the ωB97M-V functional and the def2-TZVPD basis

Results
DFT total energy	-8696.2769	eV

Structure (ORCA input):
```
! wB97M-V def2-TZVPD RIJCOSX def2/J DEFGRID3
* xyz 0 1
C 2.3786 -0.3445 0.1521
N 1.6233 0.6646 -0.2257
N 0.2959 0.2739 -0.0729
C -0.7753 1.1623 0.0526
C -1.9093 0.4239 0.0422
C -1.5156 -0.9844 -0.0009
N -0.1390 -0.9690 -0.1820
H 3.4845 -0.1612 0.0364
H 2.0153 -1.3202 0.4391
H -0.3708 2.2309 -0.1708
H -2.9869 0.9026 0.2115
H -2.1008 -1.8788 -0.2816
*
```


[5]
C6H11ClN3O | the ωB97M-V functional and the def2-TZVPD basis

Results
DFT total energy	-25433.2273	eV

Structure (ORCA input):
```
! wB97M-V def2-TZVPD RIJCOSX def2/J DEFGRID3
* xyz 1 1
C 0.6163 1.1856 -1.1550
C 0.1763 0.7644 0.2414
N -0.2195 1.9938 1.0001
C -1.0191 -0.1386 0.1779
C -2.3251 0.2382 0.0086
Cl -2.9649 1.8451 -0.1113
C -3.1666 -0.9550 -0.0365
O -4.3549 -1.0934 -0.1510
N -2.2320 -1.9692 0.0921
N -0.9562 -1.4925 0.2939
C 0.1692 -2.3587 0.0662
H -0.1957 1.6896 -1.6712
H 1.4808 1.8429 -1.1112
H 0.8941 0.3130 -1.7384
H 1.0024 0.2763 0.7669
H -0.3254 1.8120 2.0028
H -1.1780 2.2754 0.6163
H 0.4589 2.7484 0.8564
H -2.4489 -2.9487 0.1938
H -0.0509 -3.3367 0.4922
H 0.3809 -2.4813 -0.9998
H 1.0516 -1.9628 0.5637
*
```


[6]
C4H12 | the ωB97M-V functional and the def2-TZVPD basis

Results
DFT total energy	-4342.1612	eV

Structure (ORCA input):
```
! wB97M-V def2-TZVPD RIJCOSX def2/J DEFGRID3
* xyz 0 1
C 1.3832 1.0167 -1.8861
C 0.6840 2.1002 -1.0264
H 1.9758 0.2703 -1.3598
H 0.6176 0.5394 -2.4992
H 2.0816 1.5200 -2.5567
H -0.2677 1.7357 -0.6236
H 1.3500 2.3881 -0.2304
H 0.3295 2.8614 -1.7182
C -0.4096 -1.2805 1.0971
C -1.6313 -1.7511 1.8923
H 0.5052 -1.1714 1.6799
H -0.1283 -2.0937 0.4239
H -0.6494 -0.3994 0.5108
H -2.5252 -1.1490 1.7429
H -1.8942 -2.7695 1.5938
H -1.4211 -1.8172 2.9598
*
```


[7]
C9H10 | the ωB97M-V functional and the def2-TZVPD basis

Results
DFT total energy	-9490.2457	eV

Structure (ORCA input):
```
! wB97M-V def2-TZVPD RIJCOSX def2/J DEFGRID3
* xyz 0 1
C 2.0334 1.8078 1.4370
C 1.2156 0.9104 0.9032
C 1.5209 -0.3462 0.0865
C 0.2504 -0.4939 -0.7561
C -0.2728 -1.3636 -1.7597
C -1.7602 -1.2544 -1.6615
C -1.9714 -0.3334 -0.4439
C -0.8247 -0.0363 0.1139
C -0.3775 0.7487 1.2416
H 3.1265 2.1074 1.3889
H 1.5428 2.9093 1.7922
H 2.6948 -0.3941 -0.5147
H 1.6737 -1.1200 1.0248
H 0.2625 -1.8510 -2.5767
H -2.4111 -0.7755 -2.3810
H -2.2847 -2.1908 -1.5679
H -3.0233 -0.3011 0.2170
H -0.9538 1.7477 1.1759
H -0.4408 0.2291 2.2806
*
```


[8]
C5H6F4INO | the ωB97M-V functional and the def2-TZVPD basis

Results
DFT total energy	-27787.8493	eV

Structure (ORCA input):
```
! wB97M-V def2-TZVPD RIJCOSX def2/J DEFGRID3
* xyz 0 1
C -0.4276 2.1737 -0.0990
C -0.2740 0.8261 0.4471
F 0.2041 0.9163 1.7383
N -1.4334 0.1672 0.2680
O -1.2498 -1.1980 0.6860
C -0.4533 -1.9153 -0.1598
C 0.9719 -1.4363 -0.0766
F 1.8236 -2.1390 -0.8249
F 1.3223 -1.5386 1.1996
C 0.9814 0.0810 -0.4477
F 0.4599 0.1820 -1.7603
I 2.9043 0.9736 -0.0265
H -0.5834 2.0051 -1.1732
H 0.4917 2.8262 -0.0875
H -1.3139 2.6832 0.3365
H -2.1799 0.5421 0.9625
H -0.8201 -2.0955 -1.1484
H -0.4239 -3.0537 0.1659
*
```